13
Properties=species:S:1:pos:R:3 method="wB97M-V/def2-TZVPD" homo_ev="-7.65 / -7.64" charge=0 orbital_gap_ev="7.23 / 7.34" energy_ev=-15593.234 e_lumo_ev="-0.42 / -0.30" de_lowest_kcal_mol=96.9
C -0.692 -0.402 -0.987
C -1.853 -0.314 -0.111
C -2.942 0.431 0.017
C 2.101 0.208 1.033
O -3.803 1.178 0.213
P 1.980 -0.605 -0.672
H -0.366 0.385 -1.657
H -0.697 -1.429 -1.267
H -1.927 -1.232 0.499
H 3.005 0.940 1.235
H 1.956 -0.559 1.871
H 1.318 0.865 1.214
H 1.919 0.534 -1.388

***

72
Properties=species:S:1:pos:R:3 method="wB97M-V/def2-TZVPD" homo_ev="-6.30 / -6.30" charge=0 orbital_gap_ev="6.25 / 6.25" energy_ev=-33733.792 e_lumo_ev="-0.05 / -0.05" de_lowest_kcal_mol=3.2
Nb 0.630 -0.045 -0.282
N 1.735 1.723 -0.423
N 0.759 -0.463 1.711
N -1.149 -0.342 -1.514
N -0.472 -2.092 -0.231
H 3.504 0.909 0.406
C 2.978 1.873 0.331
H 2.811 2.273 1.343
H 3.635 2.581 -0.201
H 2.652 2.912 -1.885
C 1.641 2.687 -1.505
H 1.216 3.645 -1.166
H 1.032 2.285 -2.326
C 1.942 -1.249 2.004
H 1.665 -2.195 2.504
H 2.501 -1.510 1.095
H 2.627 -0.690 2.665
H -0.247 -1.291 3.377
C -0.076 -0.312 2.888
H 0.394 0.350 3.640
H -1.057 0.095 2.622
C -1.321 0.148 -2.897
H -0.329 0.245 -3.388
C -1.952 1.514 -2.821
H -1.446 2.133 -2.080
H -1.938 2.015 -3.794
H -2.990 1.387 -2.499
C -2.147 -0.799 -3.739
H -2.487 -0.254 -4.621
H -1.564 -1.665 -4.066
H -3.022 -1.127 -3.170
H -0.142 -5.520 -0.305
C -0.175 -4.564 -0.837
H -1.097 -4.539 -1.420
H 0.679 -4.564 -1.521
C -0.077 -3.449 0.190
H 0.991 -3.353 0.421
C -0.811 -3.725 1.491
H -1.368 -2.834 1.810
H -1.524 -4.538 1.326
H -0.112 -4.004 2.288
H -1.648 -2.353 -1.967
C -1.198 -1.661 -1.229
C 2.075 -0.878 -1.506
H 2.164 0.053 -2.108
H 2.944 -0.965 -0.849
C 2.095 -2.115 -2.346
H 2.928 -2.771 -2.084
C 1.212 -2.438 -3.314
H 0.738 -1.666 -3.922
H 0.805 -3.442 -3.414
C -3.336 3.888 1.102
C -1.855 3.619 0.905
C -1.304 4.767 0.064
O -1.680 2.404 0.178
B -0.526 1.846 0.691
O -0.056 2.438 1.858
C -1.045 3.388 2.229
C -0.340 4.603 2.804
C -1.908 2.792 3.351
H -3.814 3.999 0.121
H -3.479 4.826 1.657
H -3.847 3.092 1.656
H -1.834 4.830 -0.900
H -1.485 5.695 0.620
H -0.233 4.673 -0.167
H -1.099 5.331 3.122
H 0.252 4.317 3.686
H 0.337 5.095 2.093
H -2.537 1.960 3.003
H -1.269 2.415 4.163
H -2.566 3.560 3.782